This record from OMol25 describes a 2-piece molecular cluster, C3H8N2S overall. The level of theory is ωB97M-V/def2-TZVPD.

Structure (XYZ):
```
14
Properties=species:S:1:pos:R:3:forces:R:3
S -1.27853 -2.74988 -1.51047 0.6 -0.4 0.1
N 1.18937 0.40627 0.44799 0.5 -0.1 -0.9
N -1.08161 -1.08896 -1.38186 -3.5 0.5 -1.0
C -2.04255 -0.24339 -1.69767 1.5 1.2 1.3
C 2.44510 0.49184 0.59829 -1.9 0.5 0.6
C 0.20611 0.56643 1.53044 -1.0 -0.1 -2.1
H 2.78379 0.67340 1.58565 1.0 0.3 1.1
H -0.27044 -0.68718 -0.94831 1.0 0.3 0.1
H -1.82506 0.82498 -1.44931 -0.2 -1.0 -0.4
H 3.13695 0.51778 -0.21885 0.1 -0.4 -0.5
H -3.06764 -0.48650 -2.00118 0.9 -0.5 -0.1
H 0.54703 1.11862 2.44629 -0.3 -0.6 -0.8
H -0.62714 1.18262 0.88919 1.5 -1.5 2.4
H -0.11538 -0.52603 1.70983 -0.1 1.9 0.2
```
Positions in Å, forces in eV/Å.

The multiplicity is 1. The relative energy (zero: lowest compared OMol25 entry of this formula, charge and spin) comes out at 83.94 kcal/mol. The orbital gap is 7.9 eV. Its structure (SMILES) is C=[NH+][S-].C=NC.